This record from OMol25 describes a 2-piece molecular cluster, C9H12BrNOS overall. The level of theory is ωB97M-V/def2-TZVPD.

CARTESIAN COORDINATES (ANGSTROEM)
C: -1.7789 1.5003 -1.0791
C: -1.7155 1.5578 1.2734
C: -2.6815 2.5637 -1.0788
C: -2.5742 2.6748 1.3127
C: -1.3424 0.9171 0.1011
C: -2.9928 3.1473 0.1282
C: 2.1895 -2.0001 -0.4364
C: 3.2795 -2.5514 0.3567
C: 1.6466 -3.0609 -1.3372
N: 1.1650 0.6342 0.2448
O: -0.2198 -1.0461 1.4893
S: -0.1660 -0.4886 0.0870
Br: -4.1276 4.6789 -0.0216
H: -1.6390 0.9960 -2.0500
H: -1.3259 1.2591 2.2348
H: -3.1192 2.7874 -1.9612
H: -2.7142 3.1127 2.2458
H: 4.2263 -1.8667 0.3154
H: 3.7697 -3.4728 0.2056
H: 2.8488 -2.3927 1.4198
H: 0.6870 -2.7597 -1.8859
H: 2.3530 -3.6184 -2.0316
H: 1.1557 -3.7029 -0.6256
H: 1.1231 1.0135 1.1854
H: 1.9524 0.1175 -0.0929

Atoms 1-3, force components in eV/Å:
-1.13 -0.99 -1.00
-0.09 0.04 0.62
2.25 -1.91 2.40

orbital gap	0.3079	Eh
LUMO	-0.33	eV

Löwdin population analysis, charges in e, atoms 1 to 6: number 1, C, carries -0.076; number 2, C, carries -0.064; number 3, C, carries -0.129; number 4, C, carries -0.107; number 5, C, carries -0.371; number 6, C, carries -0.679